# 1
# C4H12N2O2

A cluster of 2 separate species, C4H12N2O2 in total (ωB97M-V/def2-TZVPD, the Open Molecules 2025 dataset).

Each line ends with the natural charge from an NBO analysis.
Cartesian coordinates (Å):
C  -1.48760  -0.78144  -0.33420  -0.433
N  -0.20082  -0.63416  -1.05530  -0.625
C  0.71734  0.40423  -0.56809  -0.147
C  1.05514  0.34855  0.93035  -0.634
C  0.02058  1.71701  -0.90201  0.681
N  0.28441  2.22546  -2.14008  -0.823
O  -0.70055  2.28268  -0.09799  -0.620
H  -1.79479  0.17792  0.05128  0.225
H  -2.18588  -1.19390  -1.04585  0.202
H  -1.38108  -1.47335  0.51122  0.159
H  0.22842  -1.55127  -1.01742  0.353
H  1.61105  0.26576  -1.16755  0.204
H  0.23583  -0.11519  1.46734  0.215
H  1.16175  1.34727  1.35364  0.232
H  1.97365  -0.17764  1.15002  0.212
H  -0.21003  3.07106  -2.37709  0.396
H  0.50993  1.61065  -2.91273  0.399
O  0.29548  -2.46582  2.99609  -0.941
H  -0.61495  -2.14423  2.98836  0.474
H  0.48212  -2.91361  2.17000  0.470

Results
* molar mass: 120.152 g mol⁻¹
* charge: 0
* E_HOMO: -9.1 eV
* maximum force: 1.13 eV/Å
* total energy: -419.599127 hartree
* HOMO-LUMO gap: 9.72 eV
* SMILES: CN[C@H](C)C(N)=O.O

# 2
# C4H12N2O2

A cluster of 2 separate species, C4H12N2O2 in total (ωB97M-V/def2-TZVPD, the Open Molecules 2025 dataset).

Each line ends with the natural charge from an NBO analysis.
Cartesian coordinates (Å):
C  1.54392  0.50441  0.09164  -0.733
C  0.13789  0.68767  -0.39734  0.638
O  -0.14825  1.27942  -1.41507  -0.639
C  -1.01436  0.47416  0.67022  0.003
C  -0.83719  1.51450  1.78741  -0.630
O  -2.25104  0.63956  0.02428  -0.732
H  1.96480  1.48154  0.30987  0.239
H  1.58230  -0.11889  0.97893  0.210
H  2.13695  0.05590  -0.69760  0.253
H  -0.98626  -0.52878  1.11059  0.168
H  0.07754  1.33355  2.34929  0.205
H  -0.79544  2.51591  1.35816  0.213
H  -1.68929  1.46798  2.46224  0.223
H  -2.05770  1.12191  -0.80129  0.487
N  -0.04450  -1.47846  -1.24941  -0.657
N  1.13799  -2.27350  -1.32723  -0.657
H  -0.90582  -1.90927  -0.85320  0.351
H  -0.24724  -1.10167  -2.17330  0.374
H  1.40640  -2.52714  -0.38147  0.347
H  0.98928  -3.13877  -1.84670  0.337

Results
* molar mass: 120.152 g mol⁻¹
* charge: 0
* E_HOMO: -9.4 eV
* maximum force: 1.73 eV/Å
* total energy: -419.549285 hartree
* HOMO-LUMO gap: 10.14 eV
* SMILES: CC(=O)[C@@H](C)O.NN

# 3
# C4H12N2O2

A structure of composition C4H12N2O2 (ωB97M-V/def2-TZVPD, the Open Molecules 2025 dataset).

Each line ends with the natural charge from an NBO analysis.
Cartesian coordinates (Å):
C  0.62381  0.48056  1.69954  0.415
C  0.43459  0.68702  -1.09226  -0.603
C  1.03734  -0.54755  -1.72330  -0.633
N  0.82458  -0.82802  1.60252  -0.771
N  -0.55805  0.95878  2.10673  -0.743
H  1.45149  1.17819  1.67138  0.210
H  -0.09645  -1.32784  1.14548  0.472
H  1.72760  -1.08000  1.22521  0.404
H  -0.70888  1.95195  2.12371  0.413
H  -1.36523  0.35752  2.00507  0.439
H  1.16011  1.24136  -0.49250  0.156
H  0.11379  1.41372  -1.83973  0.208
H  0.31142  -1.31995  -1.98248  0.214
H  1.74809  -1.09768  -1.09197  0.165
H  1.56494  -0.39427  -2.67151  0.205
C  -1.43293  0.18126  -0.75614  0.520
O  -1.45779  -1.02826  0.32224  -0.910
O  -1.93575  -0.12090  -1.82372  -0.733
H  -1.69554  -1.76384  -0.25693  0.495
H  -1.74715  1.05795  -0.17133  0.075

Results
* molar mass: 120.152 g mol⁻¹
* charge: 0
* E_HOMO: -7.1 eV
* maximum force: 2.25 eV/Å
* total energy: -419.484799 hartree
* HOMO-LUMO gap: 7.49 eV

# 4
# C4H12N2O2

A cluster of 2 separate species, C4H12N2O2 in total (ωB97M-V/def2-TZVPD, the Open Molecules 2025 dataset).

Each line ends with the natural charge from an NBO analysis.
Cartesian coordinates (Å):
C  -1.50194  -0.66770  -2.18108  -0.610
C  -1.06084  -1.50084  -0.99622  -0.225
N  0.19071  -0.63642  -0.53653  -0.682
C  0.18358  0.00650  0.68364  0.664
O  1.13997  0.33358  1.28959  -0.599
C  -1.13886  0.19805  1.63406  -0.341
N  -0.66788  1.34862  2.47012  -0.856
H  -2.48274  -0.95702  -2.57214  0.209
H  -1.48610  0.39334  -2.03882  0.218
H  -0.73590  -0.79184  -3.10512  0.201
H  -0.85970  -2.52891  -1.38211  0.211
H  -1.81081  -1.62406  -0.21032  0.208
H  1.09297  -1.07457  -0.93367  0.418
H  -2.18044  0.54009  1.23460  0.207
H  -1.25558  -0.80400  2.10580  0.217
H  -0.26552  2.09537  1.85985  0.383
H  -0.31379  1.11121  3.34714  0.377
O  2.65278  0.74900  -1.78023  -0.935
H  1.75429  0.55956  -1.85683  0.459
H  2.64986  1.21876  -0.90077  0.477

Results
* molar mass: 120.152 g mol⁻¹
* charge: 0
* E_HOMO: -8.7 eV
* maximum force: 3.66 eV/Å
* total energy: -419.527699 hartree
* HOMO-LUMO gap: 9.46 eV
* SMILES: CCNC(=O)CN.O

# 5
# C4H12N2O2

A cluster of 2 separate species, C4H12N2O2 in total (ωB97M-V/def2-TZVPD, the Open Molecules 2025 dataset).

Each line ends with the Löwdin spin population.
Cartesian coordinates (Å):
N  1.13795  -2.57661  0.39063  0.652
C  -0.16700  -1.97995  0.83237  0.051
C  -0.84144  -1.69385  -0.54187  0.033
N  -1.73639  -0.72080  -0.69921  0.059
C  -2.06678  0.30752  0.30089  0.007
C  -1.16724  1.51960  0.12083  0.006
O  -0.62746  -2.48830  -1.45672  0.149
H  1.59753  -1.79257  -0.07390  0.016
H  0.97087  -3.34023  -0.27710  0.017
H  0.25231  -1.03389  1.25024  0.002
H  -0.60043  -2.73160  1.48161  0.004
H  -1.96697  -0.44495  -1.64660  0.002
H  -3.10825  0.61113  0.19111  0.001
H  -1.97733  -0.11106  1.30058  0.000
H  -0.26995  1.70325  0.74298  0.000
H  -0.70010  1.53857  -0.87137  0.000
H  -1.82197  2.38712  0.13536  0.001
H  5.07210  3.43002  -0.61595  0.000
H  3.89620  4.11447  -0.05196  0.000
O  4.12435  3.30212  -0.51192  0.000

Results
* molar mass: 120.152 g mol⁻¹
* charge: +1
* E_HOMO (spin up / spin down): -13.8 / -13.8 eV
* <S²>: 0.758
* maximum force: 3.45 eV/Å
* total energy: -419.241611 hartree
* HOMO-LUMO gap (spin up / spin down): 10.39 / 4.83 eV
* 2S+1: 2

# 6
# C4H12N2O2S

A cluster of 2 separate species, C4H12N2O2S in total (ωB97M-V/def2-TZVPD, the Open Molecules 2025 dataset).

Each line ends with the natural charge from an NBO analysis.
Cartesian coordinates (Å):
N  1.93223  -0.90463  -1.58801  -0.815
C  1.38115  0.15208  -0.91834  0.672
O  1.91519  1.24842  -0.89732  -0.623
C  0.04056  -0.03886  -0.24888  -0.158
N  -0.45275  1.31189  0.12227  -0.842
C  0.02552  -1.15499  0.83770  -0.443
C  -1.25332  -1.20727  1.61749  -0.469
S  -1.24902  -0.04330  3.08065  -0.067
H  2.68567  -0.70708  -2.18277  0.407
H  1.43024  -1.74711  -1.65720  0.390
H  -0.62430  -0.29245  -1.16983  0.226
H  0.24252  1.87578  0.52835  0.384
H  -1.19815  1.25881  0.77889  0.369
H  0.19244  -2.19681  0.50371  0.222
H  0.83151  -1.11948  1.55103  0.216
H  -1.46855  -2.14154  1.98902  0.218
H  -2.06749  -0.82958  0.88405  0.216
H  -0.03854  0.27125  3.24484  0.109
O  -0.96032  2.09102  -2.49986  -0.993
H  -1.38954  2.06894  -1.55692  0.500
H  0.02495  2.10493  -2.41886  0.479

Results
* molar mass: 152.219 g mol⁻¹
* charge: 0
* E_HOMO: -9.3 eV
* maximum force: 4.02 eV/Å
* total energy: -817.772502 hartree
* HOMO-LUMO gap: 9.86 eV
* SMILES: NC(=O)[C@H](N)CCS.O

# 7
# C4H12N2O3S

A cluster of 2 separate species, C4H12N2O3S in total (ωB97M-V/def2-TZVPD, the Open Molecules 2025 dataset).

Each line ends with the natural charge from an NBO analysis.
Cartesian coordinates (Å):
C  -2.50351  1.46445  -0.47820  -0.621
C  2.30171  0.20696  -1.46989  -0.856
C  -1.94545  0.30126  0.34137  -0.051
C  1.07028  -1.86863  0.11807  0.183
N  0.13646  -2.76934  0.48068  -0.807
N  1.05495  -0.73595  0.84254  -0.883
O  3.28132  0.43128  0.95761  -0.929
O  1.26798  1.74376  0.54127  -0.969
O  -1.26305  0.80167  1.47550  -0.768
S  1.98686  0.52296  0.28154  2.270
H  -2.83727  1.23212  -1.42328  0.207
H  -3.13539  2.07746  0.08979  0.214
H  -1.52259  1.99439  -0.64137  0.201
H  3.25488  -0.21388  -1.35449  0.265
H  1.35195  -0.45842  -1.81260  0.268
H  2.21356  1.11029  -2.08009  0.256
H  -2.66837  -0.32546  0.65271  0.169
H  -1.26406  -0.24107  -0.27310  0.140
H  0.03638  -3.69053  -0.03979  0.414
H  -0.64259  -2.52763  1.15153  0.369
H  0.26780  -0.41867  1.37458  0.419
H  -0.44185  1.36296  1.26562  0.507

Results
* molar mass: 168.218 g mol⁻¹
* charge: 0
* E_HOMO: -9.2 eV
* maximum force: 4.57 eV/Å
* total energy: -892.917382 hartree
* HOMO-LUMO gap: 9.81 eV

# 8
# C4H12N2OS

A cluster of 2 separate species, C4H12N2OS in total (ωB97M-V/def2-TZVPD, the Open Molecules 2025 dataset).

Each line ends with the natural charge from an NBO analysis.
Cartesian coordinates (Å):
C  1.41738  2.74164  0.22183  -0.649
C  -1.04176  3.75975  0.07056  -0.414
C  0.95549  -2.83102  -1.25368  -0.820
C  0.04215  3.14227  -0.39147  -0.154
N  0.31148  -2.95530  1.18732  -0.697
N  -0.86646  -3.80899  1.20716  -0.649
O  -1.17833  -1.68282  -0.50561  -0.974
S  0.20713  -1.62702  -0.09988  1.343
H  1.55713  3.34347  1.10007  0.217
H  1.30697  1.69111  0.33345  0.220
H  2.25867  2.95739  -0.45606  0.218
H  -1.24863  3.91124  1.10017  0.180
H  0.51518  -2.72040  2.16839  0.374
H  -1.96043  3.84380  -0.50139  0.197
H  0.72491  -3.81674  -0.89437  0.234
H  0.26316  -2.72344  -2.09448  0.236
H  2.00331  -2.61274  -1.46484  0.233
H  -0.12233  2.89159  -1.41912  0.181
H  -0.98803  -4.18532  0.28096  0.361
H  -1.57573  -3.07688  1.56541  0.364

Results
* molar mass: 136.220 g mol⁻¹
* charge: 0
* E_HOMO: -8.8 eV
* maximum force: 3.88 eV/Å
* total energy: -742.397268 hartree
* HOMO-LUMO gap: 9.56 eV

# 9
# C4H12N2OSi

A cluster of 2 separate species, C4H12N2OSi in total (ωB97M-V/def2-TZVPD, the Open Molecules 2025 dataset).

Each line ends with the Löwdin spin population.
Cartesian coordinates (Å):
C  3.96554  -2.65409  -0.06974  0.640
C  -1.77276  1.24696  2.11108  0.000
C  -2.90826  -0.22803  -0.62329  0.000
C  -0.29837  1.55775  -0.75499  0.001
N  3.63439  -1.63125  -0.81768  0.335
N  3.03712  -0.76597  -1.30517  0.471
O  3.26437  0.21059  -1.98649  0.453
Si  -1.34116  0.36752  0.42630  0.002
H  3.95301  -3.62819  -0.49228  0.046
H  -0.49550  -0.72263  0.97667  0.001
H  4.36810  -2.69326  0.92802  0.049
H  -2.63299  1.90253  1.90824  0.000
H  -1.96037  0.56697  2.89797  0.000
H  -0.86392  1.71838  2.33042  0.000
H  -3.71320  0.53877  -0.53162  0.000
H  -2.50241  -0.19533  -1.54539  0.000
H  -3.38905  -1.13305  -0.46910  0.000
H  -0.83979  2.53070  -1.15811  0.000
H  0.52758  1.95411  -0.14266  0.000
H  -0.03234  1.05751  -1.68216  0.001

Results
* molar mass: 132.239 g mol⁻¹
* charge: 0
* E_HOMO (spin up / spin down): -6.5 / -10.2 eV
* <S²>: 2.009
* maximum force: 4.41 eV/Å
* total energy: -633.582752 hartree
* HOMO-LUMO gap (spin up / spin down): 7.46 / 8.48 eV
* 2S+1: 3

# 10
# C4H12N2S

The molecule C4H12N2S (ωB97M-V/def2-TZVPD, the Open Molecules 2025 dataset).

Each line ends with the natural charge from an NBO analysis.
Cartesian coordinates (Å):
C  -0.57117  -1.79139  1.21388  -0.429
N  -1.38037  -0.89970  0.35990  -0.619
C  -0.61848  0.21256  -0.21346  -0.064
C  0.43779  -0.26814  -1.23120  -0.235
N  1.38004  0.75045  -1.67756  -0.852
C  0.00411  1.03207  0.94026  -0.530
S  0.04951  2.85492  0.64221  -0.051
H  0.16126  -2.38314  0.65560  0.165
H  -0.01574  -1.16195  1.90641  0.193
H  -1.11064  -2.50293  1.83499  0.207
H  -1.74254  -1.51598  -0.35579  0.357
H  -1.37018  0.86050  -0.66292  0.207
H  -0.10400  -0.61680  -2.11889  0.181
H  0.94995  -1.12743  -0.80191  0.177
H  1.41270  1.59906  -1.14658  0.360
H  2.32094  0.40773  -1.65379  0.359
H  -0.74635  0.93952  1.71445  0.240
H  0.99612  0.74812  1.27040  0.218
H  -0.05296  2.86254  -0.67598  0.114

Results
* molar mass: 120.221 g mol⁻¹
* charge: 0
* E_HOMO: -9.0 eV
* maximum force: 1.38 eV/Å
* total energy: -667.265394 hartree
* HOMO-LUMO gap: 9.98 eV
* SMILES: CN[C@H](CN)CS

# 11
# C4H12N2S

The molecule C4H12N2S (ωB97M-V/def2-TZVPD, the Open Molecules 2025 dataset).

Each line ends with the natural charge from an NBO analysis.
Cartesian coordinates (Å):
C  -2.06547  -3.27012  0.22580  -0.400
N  -0.94791  -2.28730  0.61056  -0.663
C  -1.04976  -0.88311  0.19668  -0.216
C  0.32780  0.01364  0.15742  -0.040
N  1.38144  -0.47372  -0.61467  -0.857
C  -0.11675  1.48939  -0.17520  -0.491
S  1.26417  2.75002  -0.20322  -0.043
H  -2.31515  -3.32054  -0.88451  0.177
H  -3.05394  -3.00923  0.77864  0.183
H  -1.79772  -4.23800  0.51696  0.199
H  -0.08773  -2.70272  0.82113  0.385
H  -1.31864  -0.66314  -0.80051  0.161
H  -1.83146  -0.18871  0.61713  0.171
H  0.70405  -0.04375  1.22109  0.181
H  2.27419  -0.42570  -0.19724  0.370
H  1.60955  -0.11706  -1.58501  0.371
H  -0.59819  1.57149  -1.19476  0.212
H  -0.75288  1.82721  0.52973  0.203
H  1.33157  2.53813  1.02941  0.097

Results
* molar mass: 120.221 g mol⁻¹
* charge: 0
* E_HOMO: -8.3 eV
* maximum force: 4.13 eV/Å
* total energy: -667.217810 hartree
* HOMO-LUMO gap: 9.27 eV
* SMILES: CNC[C@@H](N)CS

# 12
# C4H12N2S

The molecule C4H12N2S (ωB97M-V/def2-TZVPD, the Open Molecules 2025 dataset).

Each line ends with the natural charge from an NBO analysis.
Cartesian coordinates (Å):
C  -2.21492  0.36616  0.97826  -0.411
N  -1.18265  0.85305  0.01212  -0.630
C  0.13168  0.26318  0.09249  -0.087
C  0.34126  -0.77070  -1.02052  -0.234
N  0.52701  -2.18594  -0.66542  -0.861
C  1.28268  1.23320  0.26361  -0.498
S  2.90822  0.32423  0.27868  -0.045
H  -1.99228  -0.69120  1.06335  0.193
H  -3.20647  0.56808  0.59112  0.208
H  -2.01126  0.68637  1.99076  0.173
H  -1.18979  1.86348  0.08532  0.354
H  0.16826  -0.29859  1.04204  0.168
H  -0.58376  -0.81724  -1.62534  0.195
H  1.06034  -0.57756  -1.83733  0.190
H  0.48106  -2.56476  0.27304  0.363
H  -0.17576  -2.72525  -1.15704  0.352
H  1.10497  1.81383  1.17149  0.219
H  1.21270  1.94770  -0.59221  0.216
H  3.33870  0.71197  -0.94442  0.135

Results
* molar mass: 120.221 g mol⁻¹
* charge: 0
* E_HOMO: -8.5 eV
* maximum force: 2.35 eV/Å
* total energy: -667.244163 hartree
* HOMO-LUMO gap: 9.42 eV
* SMILES: CN[C@@H](CN)CS

# 13
# C4H12N2S

The molecule C4H12N2S (ωB97M-V/def2-TZVPD, the Open Molecules 2025 dataset).

Each line ends with the natural charge from an NBO analysis.
Cartesian coordinates (Å):
N  2.20261  -0.72630  -1.39920  -0.840
C  1.05767  0.17136  -0.91991  -0.230
C  0.38092  -0.27495  0.37736  -0.069
N  1.36474  -0.40264  1.51035  -0.832
C  -0.65861  0.73505  0.84447  -0.438
C  -1.84741  0.86234  -0.14444  -0.443
S  -2.91862  -0.66990  -0.57002  -0.200
H  1.90215  -1.45399  -2.06380  0.352
H  2.50929  -1.33364  -0.62376  0.367
H  0.23953  0.19845  -1.68190  0.199
H  1.44049  1.17137  -0.77052  0.182
H  -0.12997  -1.29191  0.21800  0.194
H  1.71590  0.49552  1.67436  0.346
H  0.84389  -0.70563  2.34548  0.357
H  -1.09741  0.49788  1.83008  0.216
H  -0.18949  1.78647  0.93843  0.211
H  -2.63546  1.62647  0.23881  0.246
H  -1.50152  1.29514  -1.10686  0.211
H  -2.67870  -1.98107  -0.69695  0.171

Results
* molar mass: 120.221 g mol⁻¹
* charge: 0
* E_HOMO: -9.2 eV
* maximum force: 2.85 eV/Å
* total energy: -667.239039 hartree
* HOMO-LUMO gap: 9.71 eV
* SMILES: NC[C@@H](N)CCS